[1]
{
  "formula": "C54H129N15O16SZn",
  "method": "ωB97M-V/def2-TZVPD",
  "homo_ev": -7.54,
  "lumo_ha": -0.00917,
  "spin_multiplicity": 1,
  "molar_mass_g_mol": 1342.17,
  "e_tot_ev": -172461.38738,
  "largest_force_ha_per_bohr": 0.0833,
  "homo_lumo_gap_ha": 0.268,
  "de_lowest_kcal_mol": 12.7,
  "symbols": ["Zn", "S", "O", "O", "O", "O", "C", "C", "N", "C", "C", "C", "C", "H", "H", "H", "H", "H", "H", "H", "H", "H", "H", "H", "H", "H", "H", "H", "C", "C", "N", "C", "C", "C", "C", "H", "H", "H", "H", "H", "H", "H", "H", "H", "H", "H", "H", "H", "H", "H", "C", "C", "N", "C", "C", "C", "C", "H", "H", "H", "H", "H", "H", "H", "H", "H", "H", "H", "H", "H", "H", "H", "C", "C", "O", "N", "C", "H", "H", "H", "H", "H", "H", "H", "C", "C", "O", "N", "C", "H", "H", "H", "H", "H", "H", "H", "C", "C", "O", "N", "C", "H", "H", "H", "H", "H", "H", "H", "C", "C", "O", "N", "C", "H", "H", "H", "H", "H", "H", "H", "C", "C", "O", "N", "C", "H", "H", "H", "H", "H", "H", "H", "C", "C", "O", "N", "C", "H", "H", "H", "H", "H", "H", "H", "C", "C", "O", "N", "C", "H", "H", "H", "H", "H", "H", "H", "C", "C", "O", "N", "C", "H", "H", "H", "H", "H", "H", "H", "C", "C", "O", "N", "C", "H", "H", "H", "H", "H", "H", "H", "C", "C", "O", "N", "C", "H", "H", "H", "H", "H", "H", "H", "C", "C", "O", "N", "C", "H", "H", "H", "H", "H", "H", "H", "C", "C", "O", "N", "C", "H", "H", "H", "H", "H", "H", "H"],
  "coordinates": [[2.43631, -1.08936, 1.99317], [0.91273, -1.49775, 0.00705], [0.62450, -1.19814, 1.41564], [0.63081, -2.87576, -0.28398], [0.23864, -0.56481, -0.87689], [2.37639, -1.18945, 0.10233], [-5.40366, -1.09278, 2.62655], [-5.61880, -2.61550, 2.66436], [-5.72254, -3.22343, 4.02345], [-4.52175, -2.98533, 4.78503], [-3.26451, -3.69125, 4.19486], [-6.30225, -4.54421, 4.19329], [-7.66067, -4.60502, 3.61515], [-4.47456, -0.81937, 3.12666], [-6.19030, -0.61238, 3.20838], [-5.40866, -0.68238, 1.61677], [-6.47261, -2.84792, 2.02789], [-4.72896, -2.98647, 2.15577], [-4.39588, -1.91525, 4.94996], [-4.67138, -3.36458, 5.79591], [-3.49586, -4.75474, 4.13500], [-2.95956, -3.30361, 3.22284], [-2.43415, -3.64997, 4.89977], [-6.39407, -4.80800, 5.24690], [-5.62005, -5.26599, 3.74413], [-7.61246, -4.62445, 2.52639], [-8.25469, -3.79068, 4.02998], [-8.12348, -5.52572, 3.97042], [-5.18659, 6.11112, 2.47944], [-4.34890, 7.16273, 1.73700], [-2.92226, 6.73526, 1.53891], [-2.88640, 5.52642, 0.62616], [-1.53373, 4.78697, 0.78341], [-2.02510, 7.76731, 0.89978], [-1.72913, 8.96258, 1.75914], [-4.83441, 5.89901, 3.48893], [-5.44563, 5.21388, 1.91734], [-6.10416, 6.61531, 2.78270], [-4.78308, 7.38391, 0.76198], [-4.41823, 8.06386, 2.34631], [-3.61352, 4.73576, 0.81117], [-3.02605, 5.81407, -0.41588], [-0.81053, 5.24452, 0.10833], [-1.14055, 4.93035, 1.78986], [-1.65272, 3.74877, 0.47343], [-2.50710, 8.11950, -0.01221], [-1.07154, 7.31388, 0.62917], [-2.66348, 9.47050, 1.99814], [-1.09656, 9.65026, 1.19784], [-1.27229, 8.65454, 2.69962], [0.48468, 1.88395, -6.01664], [0.97265, 3.35331, -6.04394], [0.58498, 4.15998, -7.23958], [1.16377, 3.62474, -8.50126], [1.11801, 4.61871, -9.66838], [-0.86026, 4.25646, -7.39467], [-1.55659, 4.98186, -6.19177], [0.90826, 1.35739, -5.16141], [0.73305, 1.30548, -6.90647], [-0.59057, 1.86121, -5.83933], [0.65307, 3.84776, -5.12662], [2.06186, 3.33406, -6.00737], [0.69376, 2.67663, -8.76258], [2.22709, 3.54360, -8.27575], [1.63626, 5.51212, -9.32005], [0.06802, 4.85596, -9.83961], [1.56956, 4.21188, -10.57320], [-1.22554, 4.88724, -8.20510], [-1.33533, 3.29659, -7.59732], [-1.11103, 5.95577, -5.98908], [-2.62224, 5.04727, -6.41136], [-1.49068, 4.40339, -5.27028], [3.69893, -4.91942, 0.97772], [2.71052, -4.33871, 1.94053], [2.81120, -3.13236, 2.18976], [1.79999, -5.10551, 2.52424], [0.78974, -4.54405, 3.41181], [3.39132, -5.89849, 0.61045], [4.67907, -5.01759, 1.44439], [3.83304, -4.25352, 0.12526], [1.81620, -6.08678, 2.28562], [1.10969, -4.40991, 4.44513], [-0.00281, -5.27740, 3.56071], [0.33757, -3.62920, 3.02881], [-3.22294, -0.32617, -2.28099], [-3.26239, 0.54826, -1.05015], [-4.16202, 1.34821, -0.84745], [-2.22553, 0.36240, -0.21154], [-2.09003, 0.96838, 1.10529], [-2.37088, -0.98284, -2.45673], [-3.30820, 0.26941, -3.18990], [-4.06079, -1.01408, -2.16750], [-1.39645, -0.17473, -0.42182], [-2.40759, 0.22042, 1.83179], [-2.74988, 1.82974, 1.20904], [-1.05753, 1.26821, 1.28461], [-1.20246, -6.41119, 0.77772], [-2.23053, -5.29457, 0.68167], [-3.39966, -5.62160, 0.97032], [-1.77881, -4.04284, 0.46599], [-2.62831, -2.90649, 0.37960], [-1.18336, -6.78803, 1.80033], [-0.20574, -6.02766, 0.55965], [-1.48038, -7.13136, 0.00816], [-0.81769, -3.81757, 0.25242], [-2.34231, -2.30663, -0.48439], [-2.42135, -2.33975, 1.28739], [-3.69353, -3.12045, 0.29218], [-0.36382, 3.09982, 4.48954], [-1.91606, 3.17545, 4.50222], [-2.66597, 2.21859, 4.36321], [-2.46145, 4.35730, 4.68279], [-1.82962, 5.70933, 4.59654], [-0.07859, 2.72677, 5.47319], [0.00265, 4.11290, 4.32379], [0.00072, 2.46717, 3.68024], [-3.44315, 4.23407, 4.88569], [-1.32389, 5.94794, 5.53217], [-2.62690, 6.38780, 4.29302], [-1.10966, 5.97725, 3.82326], [1.67649, 2.93048, 0.85685], [2.35504, 2.23591, 1.97198], [2.44238, 1.01598, 1.93471], [2.81324, 2.97815, 2.94323], [3.46274, 2.49798, 4.13691], [0.85532, 2.29611, 0.52315], [2.34978, 3.00561, 0.00295], [1.39292, 3.96906, 1.02727], [2.67380, 3.97113, 2.82218], [4.16585, 3.24091, 4.51348], [4.03508, 1.58506, 3.97227], [2.72047, 2.36185, 4.92342], [-3.25894, -6.65641, -2.48787], [-1.95252, -7.24726, -3.03559], [-1.35396, -8.09255, -2.40530], [-1.55730, -6.73329, -4.21039], [-0.39870, -7.29731, -4.97071], [-3.02967, -5.61986, -2.24069], [-3.58398, -7.19869, -1.59996], [-4.10552, -6.66522, -3.17439], [-2.32040, -6.24759, -4.65968], [0.09034, -6.48312, -5.50553], [-0.72401, -8.06487, -5.67294], [0.29403, -7.76809, -4.27315], [2.48065, -0.94576, 6.32223], [1.63042, -0.87029, 5.09433], [2.18616, -0.77239, 3.98384], [0.33094, -0.84253, 5.26475], [-0.63376, -0.70687, 4.12096], [2.72165, -1.98199, 6.55940], [1.99847, -0.33995, 7.08943], [3.39742, -0.38099, 6.15296], [-0.08027, -0.97496, 6.17770], [-0.55197, -1.53450, 3.41638], [-0.52087, 0.26059, 3.63169], [-1.57912, -0.79386, 4.65653], [6.50960, -0.47160, 3.41445], [5.67983, -0.80750, 2.21126], [4.44870, -1.05793, 2.27377], [6.19617, -0.73447, 0.93929], [5.53848, -1.24361, -0.25542], [7.25624, -1.24990, 3.57218], [5.97693, -0.37381, 4.36039], [7.11484, 0.40021, 3.16597], [7.10564, -0.33215, 0.76295], [4.99192, -2.17445, -0.10410], [6.30418, -1.42475, -1.00973], [4.93765, -0.53010, -0.81934], [5.52106, 2.62531, 0.05845], [6.91948, 2.90670, 0.67754], [7.55749, 1.95710, 1.17100], [7.37228, 4.18262, 0.71261], [8.72598, 4.59825, 1.04886], [5.41289, 3.02825, -0.94855], [4.80736, 2.90134, 0.83469], [5.45179, 1.56198, -0.17095], [6.74018, 4.83342, 0.26874], [9.28241, 4.83494, 0.14196], [9.33733, 3.88656, 1.60370], [8.67820, 5.50665, 1.64938], [3.58540, -3.00464, -2.62953], [3.03684, -4.40291, -2.82375], [3.45056, -5.16760, -3.67308], [2.10387, -4.75950, -1.92182], [1.39601, -6.03796, -1.83908], [3.07885, -2.57770, -1.76395], [3.47296, -2.36135, -3.50224], [4.65206, -3.14095, -2.45132], [1.89283, -4.07156, -1.21309], [0.34424, -5.88582, -1.59674], [1.98413, -6.64955, -1.15485], [1.44802, -6.41751, -2.85954], [2.90325, 1.00929, -2.14039], [1.86819, 2.01907, -2.55694], [2.22301, 3.10629, -3.07234], [0.59086, 1.67814, -2.34262], [-0.60646, 2.47892, -2.70422], [2.66817, -0.03676, -2.33690], [2.98413, 1.11347, -1.05840], [3.85206, 1.26621, -2.61140], [0.41011, 0.88236, -1.74751], [-1.15909, 1.98646, -3.50433], [-0.31962, 3.49484, -2.97573], [-1.28485, 2.61851, -1.86255], [0.93166, -1.74189, -4.84209], [-0.47458, -2.17257, -5.21381], [-0.98823, -1.71121, -6.20238], [-1.22941, -2.97729, -4.43126], [-0.73112, -3.58799, -3.16839], [0.89559, -1.32713, -3.83473], [1.22468, -0.95338, -5.53527], [1.65345, -2.55826, -4.86773], [-2.20037, -3.11336, -4.67382], [-1.58835, -3.89183, -2.56760], [-0.34228, -2.77952, -2.54929], [0.02591, -4.35007, -3.35338]],
  "lowdin_charge": [0.5439, 0.3194, -0.3580, -0.3145, -0.3266, -0.3703, -0.0743, -0.2177, -0.1837, -0.2513, -0.0688, -0.2842, -0.1047, 0.0481, 0.0746, 0.0738, 0.1078, 0.0651, 0.0958, 0.1065, 0.0671, 0.0420, 0.0578, 0.1160, 0.1104, 0.0710, 0.0851, 0.0732, -0.0874, -0.2371, -0.1591, -0.2199, -0.0854, -0.2607, -0.0960, 0.0520, 0.0717, 0.0685, 0.1113, 0.1006, 0.1004, 0.1119, 0.0582, 0.0542, 0.0494, 0.1118, 0.1012, 0.0629, 0.0768, 0.0682, -0.0775, -0.2248, -0.1723, -0.2639, -0.0906, -0.2690, -0.0776, 0.0465, 0.0694, 0.0628, 0.0802, 0.1054, 0.1050, 0.1092, 0.0745, 0.0521, 0.0697, 0.0950, 0.1081, 0.0746, 0.0667, 0.0413, 0.0359, -0.4940, 0.0054, 0.0599, -0.0377, 0.0751, 0.0986, 0.0722, 0.1440, 0.0861, 0.0813, 0.0773, -0.0005, -0.5752, 0.0242, 0.0224, -0.0541, 0.0548, 0.0838, 0.0857, 0.0505, 0.0693, 0.0749, 0.0671, 0.0033, -0.5349, -0.0065, 0.0323, -0.0691, 0.0802, 0.0420, 0.0699, 0.0718, 0.0622, 0.0766, 0.0914, 0.0174, -0.5653, 0.0212, 0.0404, -0.0701, 0.0863, 0.0536, 0.0600, 0.1397, 0.0790, 0.0638, 0.0583, 0.0345, -0.5593, 0.0377, 0.0394, -0.0336, 0.0877, 0.0823, 0.0849, 0.1468, 0.0896, 0.0838, 0.0799, 0.0056, -0.5818, 0.0357, 0.0173, -0.0362, 0.0602, 0.0835, 0.0789, 0.1279, 0.0800, 0.0790, 0.0709, 0.0214, -0.5169, 0.0006, 0.0643, -0.0094, 0.0955, 0.0843, 0.0803, 0.1442, 0.0591, 0.0654, 0.0877, 0.0230, -0.4144, -0.0192, 0.0368, -0.0605, 0.0886, 0.0831, 0.0731, 0.1190, 0.0721, 0.0906, 0.0639, 0.0273, -0.4889, -0.0064, 0.0073, -0.0645, 0.0888, 0.0729, 0.0537, 0.1364, 0.0827, 0.0853, 0.0793, 0.0080, -0.5714, 0.0342, -0.0015, -0.0379, 0.0486, 0.0763, 0.0851, 0.0673, 0.0635, 0.0829, 0.0711, -0.0047, -0.5564, -0.0127, 0.0475, -0.0296, 0.0625, 0.0586, 0.0877, 0.0561, 0.0720, 0.0751, 0.0648, 0.0193, -0.5626, 0.0318, 0.0294, -0.0592, 0.0698, 0.0733, 0.0768, 0.1328, 0.0678, 0.0534, 0.0671]
}


[2]
{
  "formula": "C22H18N3ReS2",
  "method": "ωB97M-V/def2-TZVPD",
  "homo_ev": [-10.57, -10.50],
  "lumo_ha": [-0.15703, -0.15097],
  "spin_multiplicity": 2,
  "molar_mass_g_mol": 574.75,
  "e_tot_ev": -51373.58380,
  "largest_force_ha_per_bohr": 0.0162,
  "homo_lumo_gap_ha": [0.231, 0.235],
  "de_lowest_kcal_mol": 4.2,
  "charge": 1,
  "symbols": ["Re", "C", "C", "N", "C", "C", "C", "C", "C", "C", "C", "N", "C", "C", "C", "C", "C", "C", "C", "C", "N", "C", "H", "H", "H", "H", "H", "H", "H", "H", "H", "H", "H", "H", "C", "C", "S", "C", "C", "S", "H", "H", "H", "H", "H", "H"],
  "coordinates": [[-0.00013, -0.53352, -0.10054], [4.37536, -0.64359, -0.26581], [3.02707, -0.99483, -0.18092], [2.05494, -0.09964, -0.29362], [2.35329, 1.22035, -0.50032], [3.68920, 1.64295, -0.59288], [4.70073, 0.66966, -0.46842], [3.96466, 3.01318, -0.81115], [2.92007, 3.87518, -0.92619], [1.57612, 3.44219, -0.83831], [1.25170, 2.12026, -0.62772], [-0.00003, 1.49192, -0.52724], [-1.25162, 2.12066, -0.62632], [-1.57596, 3.44301, -0.83437], [-2.91992, 3.87614, -0.92163], [-3.96454, 3.01399, -0.80801], [-3.68920, 1.64338, -0.59179], [-4.70080, 0.67007, -0.46829], [-4.37557, -0.64351, -0.26729], [-3.02725, -0.99474, -0.18240], [-2.05509, -0.09952, -0.29437], [-2.35332, 1.22067, -0.50002], [5.12945, -1.41023, -0.16699], [2.71658, -2.01630, -0.01311], [5.73703, 0.97667, -0.53767], [4.99077, 3.34660, -0.88449], [3.09978, 4.92850, -1.09436], [0.83016, 4.20361, -0.94521], [-0.82990, 4.20461, -0.93925], [-3.09955, 4.92978, -1.08779], [-4.99066, 3.34758, -0.88072], [-5.73713, 0.97707, -0.53718], [-5.12975, -1.41013, -0.16929], [-2.71686, -2.01641, -0.01537], [-0.00185, -3.91143, 3.17237], [-0.00105, -3.16094, 1.87205], [-0.00126, -1.45800, 1.90519], [0.00046, -3.76248, 0.63093], [0.00185, -5.24859, 0.42859], [0.00161, -2.73824, -0.73142], [-0.00283, -3.22815, 4.01983], [0.87885, -4.55044, 3.25324], [-0.88213, -4.55118, 3.25180], [0.00135, -5.78212, 1.37566], [0.87959, -5.56131, -0.13870], [-0.87422, -5.56273, -0.14048]],
  "nbo_charge": [0.8045, -0.2678, 0.1189, -0.5011, 0.2163, -0.0976, -0.0614, -0.1996, -0.1669, -0.2183, 0.1570, -0.7135, 0.1489, -0.2178, -0.1704, -0.1903, -0.0966, -0.0706, -0.2646, 0.1187, -0.5010, 0.2209, 0.2462, 0.2263, 0.2349, 0.2308, 0.2316, 0.2152, 0.2153, 0.2316, 0.2295, 0.2362, 0.2462, 0.2263, -0.6545, -0.2299, 0.3005, -0.1692, -0.6600, 0.1731, 0.2383, 0.2350, 0.2350, 0.2305, 0.2416, 0.2416]
}


[3]
{
  "formula": "H26O13",
  "method": "ωB97M-V/def2-TZVPD",
  "homo_ev": -7.63,
  "lumo_ha": -0.01368,
  "spin_multiplicity": 1,
  "molar_mass_g_mol": 234.19,
  "e_tot_ev": -27034.27981,
  "largest_force_ha_per_bohr": 0.2374,
  "homo_lumo_gap_ha": 0.267,
  "de_lowest_kcal_mol": 176.8,
  "symbols": ["H", "H", "H", "H", "H", "H", "H", "H", "H", "H", "H", "H", "H", "H", "H", "H", "H", "H", "H", "H", "H", "H", "H", "H", "H", "H", "O", "O", "O", "O", "O", "O", "O", "O", "O", "O", "O", "O", "O"],
  "coordinates": [[-0.62284, -0.81640, -0.38428], [-0.15007, -0.27977, 0.95682], [-1.24131, 2.42684, 2.14285], [-1.36496, 3.68291, 2.98964], [4.49577, 0.41193, -1.48187], [3.36871, -0.60458, -1.56235], [2.29285, 2.30008, 2.93891], [2.74349, 3.74752, 3.04788], [-3.79900, -0.16280, -3.01641], [-2.59258, 0.38400, -2.27102], [3.69972, -0.25240, 1.62840], [2.35909, 0.13978, 1.02928], [-1.05904, 2.04850, -1.95088], [-0.43599, 0.80441, -2.56251], [-1.22513, -3.72875, 3.52003], [-1.20156, -4.90969, 4.47652], [0.17684, -1.81564, 1.89613], [-0.98547, -1.98057, 0.93079], [-2.66793, -1.56242, -3.61670], [-3.18492, -0.54645, -4.62196], [3.10199, 1.80932, 0.97727], [3.21703, 1.11217, -0.36839], [-4.30405, 0.83401, 1.01856], [-4.32297, 0.25261, -0.38560], [1.77884, -0.66320, -2.67473], [1.30856, -1.64616, -1.61517], [0.17613, -0.64687, 0.12747], [-1.73282, 3.25329, 2.20920], [3.78417, 0.11026, -2.05772], [2.32144, 3.12644, 2.44363], [-3.20836, -0.35744, -2.28004], [2.82142, -0.60067, 1.43791], [-0.60515, 1.23153, -1.71520], [-0.71442, -4.11171, 4.24218], [-0.04110, -2.15173, 1.01947], [-2.53680, -1.25250, -4.51988], [3.23185, 1.98572, 0.03865], [-4.52627, 0.03306, 0.53062], [1.64487, -1.60464, -2.51748]],
  "nbo_charge": [0.4644, 0.4499, 0.4646, 0.4717, 0.4706, 0.4817, 0.4632, 0.4793, 0.4618, 0.4872, 0.4673, 0.4666, 0.4692, 0.4765, 0.4678, 0.4683, 0.4542, 0.4435, 0.4875, 0.4373, 0.4535, 0.4576, 0.4668, 0.4790, 0.4722, 0.4807, -0.9108, -0.9363, -0.9439, -0.9373, -0.9485, -0.9379, -0.9370, -0.9385, -0.8973, -0.9314, -0.9270, -0.9492, -0.9476]
}